Model 1:
Density functional theory data (ωB97M-V/def2-TZVPD) for the molecule C5H6N4.

Structure (ORCA input):
```
! wB97M-V def2-TZVPD RIJCOSX def2/J DEFGRID3
* xyz 0 1
H -1.0150 1.5858 -2.1991
N -1.0473 2.3578 -1.4776
C -0.5654 2.0880 -0.2834
N 0.2223 0.8489 0.0944
C 0.0886 -0.3033 -0.7544
C -0.7438 -0.3881 -1.9081
N -1.7008 -0.7192 -2.7045
N 0.4669 -1.4584 -0.4557
C 1.1372 -1.6415 0.8638
C 0.3411 -1.5178 1.9340
H -0.4325 3.0268 0.4345
H 0.9074 0.7605 0.9281
H 2.1697 -2.0134 0.7062
H 0.7497 -1.6715 3.0068
H -0.5783 -0.9544 1.8149
*
```

For the lowest unoccupied orbital energy, the calculation gives -0.292 eV. The SMILES is [H]/N=C\N/C(C#N)=N\C=C.

=====

Model 2:
Density functional theory data (ωB97M-V/def2-TZVPD) for the molecule C5H6N4.

Structure (ORCA input):
```
! wB97M-V def2-TZVPD RIJCOSX def2/J DEFGRID3
* xyz 0 1
H 0.4905 2.7505 -0.1188
N -0.5261 2.3478 0.0553
C -0.5562 1.0762 -0.0686
C -1.8353 0.4137 -0.1235
C -1.9019 -0.9083 0.1195
N -0.9013 -1.8853 0.0236
C 0.2507 -1.3895 0.0521
N 0.3796 0.1128 -0.1412
C 1.8548 0.4155 0.2310
N 2.6700 -0.5292 -0.1637
H 3.7096 -0.2034 -0.2038
H -2.8301 1.0257 -0.5018
H -2.9287 -1.1648 0.4156
H 1.3339 -1.8718 -0.1079
H 1.9971 1.4950 0.8355
*
```

For the lowest unoccupied orbital energy, the calculation gives 0.027 eV. The SMILES is [H]/N=c1/ccncn1/C=N/[H].

=====

The relative energies come out as model 1 0.596; model 2 0.000, with values in eV.

=====

Model 1:
Density functional theory data (ωB97M-V/def2-TZVPD) for a cluster of 2 separate species, C2H7NS in total.

Structure (ORCA input):
```
! wB97M-V def2-TZVPD RIJCOSX def2/J DEFGRID3
* xyz 0 1
C 1.5151 0.7473 0.1436
N 0.4079 0.1582 0.2155
C 0.3054 -1.2388 0.6466
H 2.4608 0.4166 0.5832
H 1.5029 1.7571 -0.2669
H 1.1535 -1.8104 0.2639
H -0.6210 -1.6047 0.2126
H 0.2846 -1.2940 1.7350
S -2.5540 1.4923 -0.8633
H -1.4051 0.7907 -0.9293
H -3.0502 0.5857 -1.7410
*
```

For the lowest unoccupied orbital energy, the calculation gives 1.012 eV. The SMILES is C=NC.S.

=====

Model 2:
Density functional theory data (ωB97M-V/def2-TZVPD) for a cluster of 2 separate species, C2H7NS in total.

Structure (ORCA input):
```
! wB97M-V def2-TZVPD RIJCOSX def2/J DEFGRID3
* xyz 0 1
C -1.8605 1.1029 -0.6246
C -1.1668 0.1433 0.0000
N -1.2864 -0.1923 1.3542
H -1.5187 1.3741 -1.6124
H -2.8234 1.4116 -0.2391
H -0.5873 -0.5368 -0.5990
H -2.0578 0.2638 1.8109
H -0.3901 -0.3089 1.7888
S 1.9673 -0.4060 -0.3802
H 1.5683 -1.6780 -0.1979
H 2.7633 -0.8437 -1.3622
*
```

For the lowest unoccupied orbital energy, the calculation gives 0.794 eV. The SMILES is C=CN.S.

=====

The relative energies come out as model 1 0.000; model 2 0.231, with values in eV.

=====

Model 1:
Density functional theory data (ωB97M-V/def2-TZVPD) for a cluster of 2 separate species, C4H12N2OSi in total.

Structure (ORCA input):
```
! wB97M-V def2-TZVPD RIJCOSX def2/J DEFGRID3
* xyz 0 1
C 0.7158 1.8224 -0.0576
C 0.2547 -0.7552 -1.6381
C 2.2543 -0.8694 0.9728
C -0.5945 -0.4875 1.2830
N -2.4069 0.0467 -0.0142
N -2.8463 1.1049 -0.4454
O -2.7355 -1.1040 -0.3231
Si 0.7945 -0.0460 0.0414
H -0.2286 2.1591 0.4786
H 1.4538 2.1379 0.6432
H 0.7949 2.3345 -0.9482
H -0.6058 -0.1366 -1.9180
H 0.9773 -0.6502 -2.3920
H -0.2785 -1.7019 -1.5869
H 2.2785 -1.8591 1.5571
H 3.0245 -1.2155 0.3371
H 2.5789 -0.1292 1.6285
H -0.9822 -1.5541 1.4880
H -1.0254 0.0122 2.0914
H -3.4237 0.8911 -1.1976
*
```

For the lowest unoccupied orbital energy (alpha / beta), the calculation gives -0.889 / -0.652 eV.

=====

Model 2:
Density functional theory data (ωB97M-V/def2-TZVPD) for a cluster of 2 separate species, C4H12N2OSi in total.

Structure (ORCA input):
```
! wB97M-V def2-TZVPD RIJCOSX def2/J DEFGRID3
* xyz 0 1
C 2.1432 -1.5022 -0.8382
C -0.8994 -0.1807 1.9603
C -1.7350 -0.1945 -1.1365
C 0.3912 1.7162 -0.2207
N 0.8789 -1.2569 -0.3027
N -0.3405 -2.8130 -1.3525
O -0.8574 -3.3950 -0.5165
Si -0.2897 -0.1137 0.0727
H 2.3969 -0.6368 -1.5472
H 2.2741 -2.4957 -1.3708
H 2.8754 -1.5372 0.0102
H -0.3854 -1.0943 2.4400
H -0.7387 0.8289 2.3425
H -2.0119 -0.4489 2.1055
H -1.5281 -1.1421 -1.5761
H -2.7768 -0.2382 -0.7703
H -1.6068 0.5127 -1.9696
H 1.2409 2.1108 0.4462
H 0.7261 1.8604 -1.1915
H -0.4147 2.3956 -0.2067
*
```

For the lowest unoccupied orbital energy (alpha / beta), the calculation gives -0.361 / -0.787 eV.

=====

The relative energies come out as model 1 1.152; model 2 0.000, with values in eV.

=====

Model 1:
Density functional theory data (ωB97M-V/def2-TZVPD) for a cluster of 2 separate species, C9H14O in total.

Structure (ORCA input):
```
! wB97M-V def2-TZVPD RIJCOSX def2/J DEFGRID3
* xyz 1 2
C -0.7784 -1.2450 -3.0611
C -1.0233 1.7547 -0.0043
C -0.1628 0.6395 0.1579
C -1.8475 1.7932 -1.1091
C -0.0587 -0.3506 -0.8577
C -1.8580 0.8265 -2.0828
C -0.8846 -0.3885 -1.9035
O -1.0570 2.7581 0.8546
H -0.1967 3.2269 1.1648
H 0.3875 0.5637 1.0287
H -2.4816 2.7612 -1.1587
H 0.6398 -1.0875 -0.6295
H -2.3431 0.7724 -3.0231
H -1.7595 -1.4922 -3.5051
H -0.2601 -2.2137 -2.8512
H -0.0722 -0.8774 -3.8978
C 1.8871 -1.2807 1.9432
C 1.5130 -0.5027 3.2023
H 1.8313 -0.8486 1.0051
H 2.9479 -1.6304 1.8011
H 1.3718 -2.2266 2.0318
H 2.3234 0.1317 3.5566
H 0.5632 0.1247 3.3097
H 1.3185 -1.2085 4.0283
*
```

For the lowest unoccupied orbital energy (alpha / beta), the calculation gives -4.352 / -7.652 eV. Its expectation value of S² is 0.77.

=====

Model 2:
Density functional theory data (ωB97M-V/def2-TZVPD) for a cluster of 2 separate species, C9H14O in total.

Structure (ORCA input):
```
! wB97M-V def2-TZVPD RIJCOSX def2/J DEFGRID3
* xyz 1 2
C 3.4041 -0.8034 -0.5868
C 2.6214 0.4783 -0.8620
H 3.4641 -0.9866 0.4932
H 3.1501 -1.7347 -1.1121
H 4.4618 -0.6050 -0.8203
H 2.3398 1.0366 0.0315
H 1.6147 0.3072 -1.2354
H 3.1534 1.1186 -1.5630
C -1.3490 -2.2338 1.0028
C -1.2132 0.8543 -1.1638
C -1.2182 -0.4637 -0.8439
C -1.4286 1.8273 -0.1755
C -1.4861 -0.8347 0.5476
C -1.9405 1.4761 1.0941
C -1.9369 0.1348 1.4662
O -1.1550 3.1361 -0.4032
H -1.1221 1.0430 -2.2153
H -1.0909 -1.1987 -1.6153
H -1.5799 3.5870 0.3442
H -2.4406 2.0990 1.8221
H -1.2369 -3.0511 0.3015
H -2.3079 -2.5804 1.4133
H -2.2426 -0.2442 2.4301
H -0.4611 -2.3623 1.6498
*
```

For the lowest unoccupied orbital energy (alpha / beta), the calculation gives -4.142 / -7.657 eV. Its expectation value of S² is 0.77.

=====

The relative energies come out as model 1 0.969; model 2 0.000, with values in eV.

=====

Model 1:
Density functional theory data (ωB97M-V/def2-TZVPD) for the molecule C4H6Br2O.

Structure (ORCA input):
```
! wB97M-V def2-TZVPD RIJCOSX def2/J DEFGRID3
* xyz 0 1
C -0.8168 -2.1478 -0.1253
C -0.9094 -0.6872 0.1738
Br -2.6032 0.1548 0.2705
C 0.4158 0.3749 -0.0636
Br 1.9806 -0.6465 0.2157
C 0.4664 1.8029 0.0219
O 1.7571 2.3050 0.5127
H 0.1221 -2.3130 -0.6359
H -1.6362 -2.3712 -0.8352
H -0.9999 -2.7339 0.7814
H -0.3972 2.0114 0.6460
H 0.2187 2.3887 -0.9514
H 2.4020 1.8619 -0.0107
*
```

For the lowest unoccupied orbital energy (alpha / beta), the calculation gives -0.085 / -0.031 eV. The SMILES is C/C(Br)=C(\Br)CO.

=====

Model 2:
Density functional theory data (ωB97M-V/def2-TZVPD) for a cluster of 2 separate species, C4H6Br2O in total.

Structure (ORCA input):
```
! wB97M-V def2-TZVPD RIJCOSX def2/J DEFGRID3
* xyz 0 1
C 0.6096 -0.7240 -0.1194
C -0.4943 -0.4031 0.5379
C -0.4082 0.5221 1.7833
Br -2.2353 -0.9248 -0.0523
H 0.6180 -1.4263 -0.9171
H 1.4459 -0.1503 0.1799
H 0.5510 1.0357 1.6109
H -1.0956 1.2154 1.6876
H -0.4442 0.0188 2.6544
O 0.3496 2.6615 -0.6859
C -0.2225 1.9230 -1.4157
Br 0.3648 1.1133 -3.0366
H -1.1629 1.3473 -1.2394
*
```

For the lowest unoccupied orbital energy, the calculation gives 0.456 eV. The SMILES is C=C(C)Br.O=CBr.

=====

The relative energies come out as model 1 1.975; model 2 0.000, with values in eV.

=====

Model 1:
Density functional theory data (ωB97M-V/def2-TZVPD) for the molecule C9H7NO2.

Structure (ORCA input):
```
! wB97M-V def2-TZVPD RIJCOSX def2/J DEFGRID3
* xyz 0 1
C -3.2052 0.0279 0.0281
N -1.7803 -0.0117 0.0943
C -0.9618 -1.1863 -0.0275
O -1.4468 -2.2643 0.0072
C 0.4580 -0.7419 -0.1398
C 1.6264 -1.4615 -0.0710
C 2.8019 -0.7010 0.0488
C 2.7650 0.6754 0.0770
C 1.5757 1.4206 -0.0296
C 0.4137 0.6364 -0.0709
C -0.9719 1.1095 -0.0220
O -1.2925 2.2942 -0.0858
H -3.5591 -0.9291 -0.4491
H -3.5522 0.1299 1.1102
H -3.5912 0.9050 -0.5222
H 1.6781 -2.5029 -0.1983
H 3.7983 -1.1525 0.0149
H 3.6854 1.2313 0.2476
H 1.5584 2.5209 -0.0120
*
```

For the lowest unoccupied orbital energy, the calculation gives -0.271 eV. The SMILES is CN1C(=O)c2ccccc2C1=O.

=====

Model 2:
Density functional theory data (ωB97M-V/def2-TZVPD) for the molecule C9H7NO2.

Structure (ORCA input):
```
! wB97M-V def2-TZVPD RIJCOSX def2/J DEFGRID3
* xyz 0 1
C -3.6825 0.0553 -0.1986
N -2.3181 0.0263 -0.5204
C -1.2541 -0.0831 0.1235
O -0.7583 -0.2468 1.3747
C 0.1913 -0.2390 0.0907
C 0.9448 -1.5155 0.0105
C 2.2882 -1.5996 0.0082
C 3.0354 -0.3673 -0.0744
C 2.4284 0.8516 -0.1441
C 0.9843 1.0686 -0.0926
C 0.4595 2.2820 -0.1418
O -0.1411 3.2844 -0.1599
H -4.2054 -0.8439 -0.4129
H -4.2991 0.8560 -0.7885
H -3.8658 0.1973 0.9487
H 0.2092 -2.2711 0.1346
H 2.6598 -2.6337 0.0626
H 4.1593 -0.5612 -0.1050
H 3.1641 1.7398 -0.1153
*
```

For the lowest unoccupied orbital energy, the calculation gives -0.101 eV. The SMILES is C/N=C1\O[C@@]12C=CC=CC2=C=O.

=====

The relative energies come out as model 1 0.000; model 2 5.085, with values in eV.

=====

Model 1:
Density functional theory data (ωB97M-V/def2-TZVPD) for a cluster of 2 separate species, C2H2FNO in total.

Structure (ORCA input):
```
! wB97M-V def2-TZVPD RIJCOSX def2/J DEFGRID3
* xyz 0 1
C 0.1911 0.8291 -1.0284
C 0.1802 -0.1506 0.0255
N 0.0488 1.4976 -1.8973
O -1.0466 -0.7237 0.2257
F 1.1891 -0.9845 0.0137
H 0.4533 0.9681 1.7394
H -1.0159 -1.4359 0.9214
*
```

For the lowest unoccupied orbital energy (alpha / beta), the calculation gives -0.812 / -0.865 eV.

=====

Model 2:
Density functional theory data (ωB97M-V/def2-TZVPD) for a structure of composition C2H2FNO.

Structure (ORCA input):
```
! wB97M-V def2-TZVPD RIJCOSX def2/J DEFGRID3
* xyz 0 1
C 0.4998 0.4229 1.0963
C -0.4083 -0.6362 0.5238
N 1.0761 -0.7014 0.9098
O -1.3403 -1.1314 1.2156
F -1.0232 -2.4253 2.1211
H 0.7556 1.4937 1.1747
H -0.2283 -0.7616 -1.3333
*
```

For the lowest unoccupied orbital energy (alpha / beta), the calculation gives -2.162 / -2.163 eV.

=====

The relative energies come out as model 1 0.000; model 2 5.216, with values in eV.

=====

Model 1:
Density functional theory data (ωB97M-V/def2-TZVPD) for a cluster of 2 separate species, CH5N2S in total.

Structure (ORCA input):
```
! wB97M-V def2-TZVPD RIJCOSX def2/J DEFGRID3
* xyz -1 1
S 0.8604 -2.6799 1.8866
H 0.5906 -2.6481 3.2102
N -0.2316 -0.1383 -0.1798
C -0.1455 0.9000 -1.0255
N -1.0463 1.7995 -1.2262
H -0.7611 -0.1730 0.6595
H 0.5652 -0.7411 -0.0700
H 0.7811 1.0801 -1.5828
H -0.6127 2.6007 -1.6720
*
```

For the lowest unoccupied orbital energy, the calculation gives 3.757 eV.

=====

Model 2:
Density functional theory data (ωB97M-V/def2-TZVPD) for a cluster of 2 separate species, CH5N2S in total.

Structure (ORCA input):
```
! wB97M-V def2-TZVPD RIJCOSX def2/J DEFGRID3
* xyz -1 1
S 2.2363 -0.2813 -0.9593
H 1.7136 -1.2553 -1.7648
N -0.6603 -0.4474 0.6156
C -1.5081 0.5854 0.5781
N -2.7495 0.5519 0.9642
H -0.9695 -1.3283 0.8790
H 0.3909 -0.2534 0.3189
H -1.0108 1.5333 0.3086
H -2.9884 1.5596 1.0792
*
```

For the lowest unoccupied orbital energy, the calculation gives 4.260 eV.

=====

The relative energies come out as model 1 0.182; model 2 0.000, with values in eV.